# 1
C6H16As2F12K2N4O12S | ωB97M-V with the def2-TZVPD basis set

Computed properties:
* highest occupied orbital energy: -11.1 eV
* lowest unoccupied orbital energy: -0.0595 Ha
* Kohn-Sham gap: 9.46 eV

The geometry in ORCA input format:
```
! wB97M-V def2-TZVPD RIJCOSX def2/J DEFGRID3
* xyz 0 1
K -3.82 1.32 -2.01
K -1.56 -1.63 -4.04
As -1.90 2.73 -5.15
F -3.61 2.75 -5.42
F -1.73 4.36 -5.64
F -0.24 2.59 -4.77
F -2.10 1.05 -4.64
F -1.64 2.15 -6.74
F -2.24 3.26 -3.52
As -0.10 -0.21 -1.00
F 1.24 0.82 -1.03
F 0.61 -1.25 0.15
F -1.47 -1.33 -1.27
F -0.95 0.80 -2.15
F 0.63 -1.13 -2.30
F -0.95 0.58 0.26
C 4.29 -0.73 -1.70
N 3.69 -2.07 -1.99
O 3.53 -2.82 -1.05
O 3.36 -2.30 -3.13
H 5.35 -0.89 -1.51
H 3.79 -0.36 -0.81
H 4.13 -0.11 -2.57
C -1.61 -2.21 2.22
N -2.04 -3.33 3.09
O -3.01 -3.97 2.72
O -1.40 -3.53 4.09
H -0.91 -1.59 2.77
H -2.45 -1.62 1.87
H -1.13 -2.63 1.35
C 1.81 3.41 0.57
N 1.54 4.21 1.78
O 2.44 4.90 2.20
O 0.44 4.12 2.29
H 2.86 3.56 0.34
H 1.24 3.71 -0.31
H 1.58 2.36 0.75
C 1.12 -4.44 -1.85
N -0.01 -5.07 -2.57
O -0.39 -6.16 -2.23
O -0.50 -4.43 -3.51
H 1.54 -5.17 -1.17
H 0.75 -3.56 -1.32
H 1.85 -4.11 -2.58
C -0.81 1.32 3.61
C -0.43 0.75 4.97
O -0.61 1.86 5.85
S -1.90 2.69 5.42
O -1.65 4.07 5.50
O -3.04 2.13 6.04
O -1.88 2.24 3.89
H -1.25 0.66 2.86
H 0.00 1.83 3.10
H 0.62 0.48 5.02
H -1.07 -0.08 5.27
*
```

# 2
C6H16Cl2MgO4 | ωB97M-V with the def2-TZVPD basis set

Computed properties:
* highest occupied orbital energy: -0.7 eV
* lowest unoccupied orbital energy: 0.1703 Ha
* Kohn-Sham gap: 5.33 eV

The geometry in ORCA input format:
```
! wB97M-V def2-TZVPD RIJCOSX def2/J DEFGRID3
* xyz -2 1
Mg -0.91 0.46 -0.38
C -2.47 2.91 -1.68
O -2.13 1.62 -1.43
H -3.21 2.97 -2.51
H -3.02 3.34 -0.80
H -1.59 3.56 -1.85
C 1.94 0.50 -1.93
O 0.93 0.69 -1.08
H 2.56 1.43 -2.05
H 2.69 -0.27 -1.61
H 1.67 0.23 -2.98
C -1.88 -2.61 -0.66
O -1.67 -1.30 -0.95
H -2.32 -3.19 -1.51
H -0.94 -3.17 -0.42
H -2.56 -2.72 0.22
C -1.36 1.81 2.35
O -1.05 0.76 1.55
H -1.29 2.79 1.82
H -2.36 1.78 2.82
H -0.61 1.94 3.18
Cl 2.05 -3.06 -0.31
C 1.73 -1.86 0.96
C 3.03 -1.30 1.51
Cl 3.81 -2.41 2.71
H 1.18 -2.36 1.75
H 1.19 -1.00 0.57
H 2.84 -0.33 1.97
H 3.77 -1.19 0.73
*
```

# 3
C6H16Cl6N3O6 | ωB97M-V with the def2-TZVPD basis set

Computed properties:
* highest occupied orbital energy: -4.2 eV
* lowest unoccupied orbital energy: 0.0799 Ha
* energy relative to the best compared isomer or geometry (same formula, charge and spin): 40.57 kJ/mol
* Kohn-Sham gap: 6.41 eV

The geometry in ORCA input format:
```
! wB97M-V def2-TZVPD RIJCOSX def2/J DEFGRID3
* xyz -1 1
N 0.74 0.12 0.09
H 0.11 -0.53 -0.41
H 0.29 0.61 0.85
H 1.16 0.76 -0.58
H 1.48 -0.43 0.55
N 2.38 -2.83 1.81
O 3.37 -3.27 2.45
O 2.10 -1.62 1.76
O 1.66 -3.68 1.27
N -0.18 -2.89 -1.37
O -0.71 -1.76 -1.43
O -0.69 -3.87 -0.79
O 0.97 -3.17 -1.80
Cl 2.52 2.04 -2.00
C 4.27 1.84 -2.27
C 4.99 1.12 -1.11
Cl 4.18 -0.36 -0.62
H 4.75 2.80 -2.43
H 4.39 1.30 -3.22
H 4.98 1.76 -0.22
H 5.99 0.89 -1.44
Cl -1.16 1.89 -1.62
C -2.71 2.67 -1.91
C -3.85 1.80 -1.38
Cl -4.03 0.28 -2.28
H -2.85 2.84 -2.98
H -2.63 3.58 -1.32
H -4.84 2.25 -1.44
H -3.70 1.54 -0.33
Cl -2.20 0.80 1.71
C -2.92 0.02 3.12
C -2.99 -1.47 3.06
Cl -1.59 -2.25 2.36
H -3.92 0.44 3.28
H -2.47 0.45 4.02
H -3.89 -1.81 2.55
H -3.02 -1.89 4.07
*
```

# 4
C6H16N | ωB97M-V with the def2-TZVPD basis set

Computed properties:
* highest occupied orbital energy (spin up / spin down): -3.5 / -11.5 eV
* lowest unoccupied orbital energy (spin up / spin down): 0.0375 / 0.0284 Ha
* energy relative to the best compared isomer or geometry (same formula, charge and spin): 118.60 kJ/mol
* Kohn-Sham gap (spin up / spin down): 4.56 / 12.24 eV
* <S²>: 0.751

The geometry in ORCA input format:
```
! wB97M-V def2-TZVPD RIJCOSX def2/J DEFGRID3
* xyz 0 2
C -0.84 1.11 -1.51
C -1.05 0.36 -0.23
C 0.13 0.42 0.78
C -0.41 0.09 2.18
C 1.28 -0.52 0.44
C 2.15 -0.08 -0.74
N -1.41 -1.06 -0.56
H -1.58 0.98 -2.26
H 0.11 0.79 -1.94
H -0.68 2.18 -1.32
H -1.96 0.69 0.27
H 0.50 1.45 0.78
H -0.92 0.93 2.62
H 0.43 -0.12 2.84
H -1.10 -0.76 2.17
H 0.97 -1.57 0.34
H 1.91 -0.56 1.35
H 1.89 -0.64 -1.64
H 3.20 -0.37 -0.60
H 2.07 0.98 -0.90
H -0.66 -1.62 -1.04
H -2.19 -1.06 -1.26
H -1.83 -1.64 0.23
*
```

# 5
C6H16N | ωB97M-V with the def2-TZVPD basis set

Computed properties:
* highest occupied orbital energy: -14.1 eV
* lowest unoccupied orbital energy: -0.1344 Ha
* energy relative to the best compared isomer or geometry (same formula, charge and spin): 53.35 kJ/mol
* Kohn-Sham gap: 10.46 eV
* SMILES: CCCCCC[NH3+]

The geometry in ORCA input format:
```
! wB97M-V def2-TZVPD RIJCOSX def2/J DEFGRID3
* xyz 1 1
C -2.90 -0.96 -0.79
C -2.11 -1.03 0.53
C -0.94 -0.08 0.65
C 0.15 -0.28 -0.40
C 0.98 0.94 -0.78
C 1.89 1.41 0.34
N 2.95 0.36 0.55
H -3.03 -1.95 -1.20
H -3.89 -0.57 -0.59
H -2.40 -0.37 -1.56
H -1.77 -2.05 0.74
H -2.74 -0.95 1.42
H -1.25 0.97 0.63
H -0.50 -0.21 1.64
H 0.73 -1.22 -0.31
H -0.30 -0.68 -1.32
H 1.55 0.79 -1.70
H 0.28 1.75 -1.00
H 1.33 1.52 1.26
H 2.39 2.35 0.15
H 3.67 0.45 -0.16
H 3.42 0.38 1.46
H 2.50 -0.56 0.47
*
```

# 6
C6H16N | ωB97M-V with the def2-TZVPD basis set

Computed properties:
* highest occupied orbital energy: -14.3 eV
* lowest unoccupied orbital energy: -0.1328 Ha
* energy relative to the best compared isomer or geometry (same formula, charge and spin): 219.12 kJ/mol
* Kohn-Sham gap: 10.67 eV
* SMILES: CCCCCC[NH3+]

The geometry in ORCA input format:
```
! wB97M-V def2-TZVPD RIJCOSX def2/J DEFGRID3
* xyz 1 1
C -1.67 0.28 -2.41
C -1.68 0.77 -0.98
C -1.28 -0.16 0.18
C -0.21 0.43 1.24
C 0.77 -0.50 1.79
C 2.12 -0.37 1.08
N 1.75 -0.42 -0.42
H -2.41 0.92 -3.01
H -0.71 0.41 -2.95
H -1.94 -0.75 -2.65
H -2.83 1.06 -0.75
H -1.16 1.71 -1.03
H -2.06 -0.68 0.91
H -0.87 -1.07 -0.17
H 0.43 1.12 0.64
H -0.87 0.98 1.92
H 0.98 -0.22 2.82
H 0.63 -1.60 1.75
H 2.92 -1.08 1.41
H 2.39 0.78 1.21
H 1.99 -1.30 -0.81
H 0.71 -0.40 -0.67
H 2.26 0.35 -1.03
*
```

Number 1: largest force on an atom 1.531 eV Å⁻¹. Number 2: largest force on an atom 1.291 eV Å⁻¹. Number 3: largest force on an atom 5.531 eV Å⁻¹. Number 4: largest force on an atom 1.898 eV Å⁻¹. Number 5: largest force on an atom 2.324 eV Å⁻¹. Number 6: largest force on an atom 4.277 eV Å⁻¹.